No. 1
# C55H46Cl4N8ReS

A molecular structure, C55H46Cl4N8ReS (ωB97M-V/def2-TZVPD, the Open Molecules 2025 dataset).

Kohn-Sham gap (alpha / beta) in eV: 5.599 / 5.621
Energy relative to the best compared isomer or geometry (same formula, charge and spin) in kJ/mol: 532.2
HOMO energy (alpha / beta) in eV: -12.13 / -11.80
Total charge: +2
2S+1: 2
E in hartree: -4878.18526

Element x y z (Å)
Re -0.5748 -0.2081 -0.1083
Cl -1.3202 -9.5036 -3.3061
C -1.4377 -7.8842 -2.7166
C -1.4873 -7.6570 -1.3465
C -1.5757 -6.3590 -0.8779
C -1.6181 -5.2852 -1.7653
C -1.5806 -5.5332 -3.1317
C -1.4865 -6.8294 -3.6145
C -1.7657 -3.8856 -1.2608
C -2.9970 -3.3882 -1.4401
C -4.3051 -3.9439 -1.8137
C -4.8828 -2.7718 -1.5126
C -3.2443 -0.9434 -1.6329
C -2.5514 -0.1085 -2.3569
C -1.6898 0.2675 -3.4533
C -1.3390 1.6082 -3.6200
C -0.4776 1.9793 -4.6346
C 0.0367 1.0019 -5.4791
Cl 1.1313 1.4587 -6.7317
C -0.3189 -0.3333 -5.3356
C -1.1841 -0.7000 -4.3222
C -3.2029 0.4952 -1.1444
N -2.3395 0.6568 -0.0053
C -2.9217 1.4979 0.8597
C -2.3652 1.7859 2.1249
C -3.0232 2.7933 2.9859
C -3.5061 2.4600 4.2498
C -4.1204 3.4124 5.0446
C -4.2551 4.7112 4.5744
Cl -5.0158 5.9021 5.5624
C -3.7925 5.0623 3.3124
C -3.1835 4.1009 2.5252
C -1.2588 1.0603 2.5881
C -0.6549 1.0857 3.8855
C 0.2795 0.0931 3.9288
C 0.2756 -0.5520 2.6566
N -0.6398 0.0706 1.8492
C 0.9964 -1.6596 2.2025
C 0.6524 -2.3959 1.0484
C 1.3483 -3.5305 0.5679
C 0.5542 -4.1319 -0.3680
C -0.6334 -3.3630 -0.4902
N -0.5654 -2.2711 0.3128
C 2.1836 -2.0662 2.9865
C 3.1713 -1.1175 3.2606
C 4.3085 -1.4575 3.9710
C 4.4552 -2.7596 4.4322
Cl 5.8683 -3.1933 5.3204
C 3.4723 -3.7115 4.1953
C 2.3452 -3.3637 3.4719
C -4.1758 1.9643 0.2893
C -4.3430 1.3768 -0.9126
N -3.6384 -2.1254 -1.1127
H -1.4655 -8.4933 -0.6628
H -1.6247 -6.1796 0.1889
H -1.6252 -4.7060 -3.8289
H -1.4549 -7.0243 -4.6767
H -4.6557 -4.9281 -2.0652
H -5.8635 -2.3297 -1.4675
H -1.7537 2.3552 -2.9541
H -0.2090 3.0151 -4.7901
H 0.0811 -1.0704 -6.0171
H -1.4630 -1.7381 -4.1977
H -3.4194 1.4439 4.6106
H -4.5020 3.1531 6.0218
H -3.9158 6.0761 2.9583
H -2.8334 4.3694 1.5366
H -0.9362 1.7533 4.6815
H 0.8941 -0.1890 4.7671
H 2.3010 -3.8783 0.9284
H 0.7547 -5.0446 -0.8990
H 3.0421 -0.1014 2.9077
H 5.0756 -0.7255 4.1804
H 3.5905 -4.7122 4.5853
H 1.5710 -4.1013 3.3071
H -4.8545 2.6346 0.7899
H -5.1726 1.4982 -1.5908
N 0.0535 1.7568 -0.3816
C 0.3138 2.8891 -0.4624
N 0.6189 4.1358 -0.5395
C 1.1854 4.7054 -1.7801
C 0.1974 5.6877 -2.3915
C -0.2266 6.7356 -1.3667
C -0.8261 6.0738 -0.1290
C 0.1590 5.0922 0.4887
H 1.4225 3.8800 -2.4517
H 2.1175 5.2070 -1.5057
H -0.6803 5.1376 -2.7464
H 0.6563 6.1569 -3.2623
H -0.9438 7.4254 -1.8095
H 0.6425 7.3328 -1.0746
H -1.7418 5.5391 -0.4026
H -1.0976 6.8199 0.6192
H -0.2756 4.5212 1.3097
H 1.0455 5.6100 0.8637
C 6.0008 -1.8992 -1.1570
C 4.7203 -2.1577 -0.3844
N 3.5211 -1.7222 -1.1090
C 2.6804 -0.7326 -0.8617
S 1.2068 -0.7498 -1.8005
N 2.8943 0.2344 0.0245
C 4.1527 0.7125 0.6060
C 4.0375 2.2053 0.8535
H 6.8514 -2.2806 -0.5942
H 6.1605 -0.8374 -1.3418
H 5.9828 -2.4066 -2.1208
H 4.7223 -1.6963 0.5994
H 4.5959 -3.2294 -0.2156
H 3.1992 -2.3454 -1.8357
H 2.1148 0.8664 0.1203
H 4.9650 0.5043 -0.0891
H 4.3615 0.1898 1.5417
H 3.8145 2.7359 -0.0731
H 4.9746 2.5931 1.2482
H 3.2556 2.4205 1.5850

---

No. 2
# C4H6N2O3

2 unconnected molecules or ions with the total composition C4H6N2O3 (ωB97M-V/def2-TZVPD, the Open Molecules 2025 dataset).

Kohn-Sham gap in eV: 9.836
Energy relative to the best compared isomer or geometry (same formula, charge and spin) in kJ/mol: 156.8
HOMO energy in eV: -9.24
Structure (SMILES): O=c1cc[nH]c(=O)[nH]1.O
E in hartree: -491.24118

Element x y z (Å)
O -0.9524 0.6338 -1.9013
C -0.7544 -0.0646 -0.9331
C -1.6264 -1.2467 -0.5051
C -1.2690 -1.7704 0.7115
N -0.1658 -1.2202 1.4135
C 0.5757 -0.0895 1.1873
O 1.2680 0.4789 2.0300
N 0.4892 0.2909 -0.1697
H -2.2961 -1.5120 -1.3274
H -1.6342 -2.6786 1.0487
H 0.1297 -1.9165 2.2000
H 0.7026 1.3418 -0.3192
O 1.6248 2.0177 -1.4011
H 1.4566 2.8288 -2.0163
H 2.2995 2.4253 -0.8765